Record 1
Molecular formula: C9H6AuCl3O8
Method: DFT, ωB97M-V with the def2-TZVPD basis set

Cartesian coordinates (Å):
Au (0.01232, 0.03338, -0.22839)
Cl (5.96500, 4.48111, 0.11605)
C (4.79082, 3.21447, 0.04606)
C (5.22483, 1.87938, 0.01893)
C (4.31697, 0.86107, -0.06235)
Cl (4.84824, -0.77522, -0.05927)
C (2.90211, 1.09530, -0.13074)
O (2.13455, 0.06959, -0.17749)
C (2.50027, 2.46798, -0.09974)
C (1.13731, 2.86390, -0.22432)
O (0.15302, 2.18167, -0.53307)
C (3.45964, 3.49807, 0.00855)
H (6.27972, 1.64858, 0.07290)
H (0.94891, 3.93434, -0.05315)
H (3.12253, 4.52694, 0.03922)
O (-2.40068, -2.34514, 1.21713)
Cl (-2.00289, -2.00940, -0.09559)
O (-2.67963, -2.74462, -1.08437)
O (-2.18672, -0.55778, -0.31931)
O (-0.54164, -2.17923, -0.23541)
C (0.87227, -0.97240, 3.98418)
O (0.78068, -0.77977, 2.54226)
C (-0.03686, 0.13632, 2.13438)
O (-0.72537, 0.90716, 2.70741)
H (1.61035, -1.75237, 4.12246)
H (-0.10078, -1.27352, 4.36447)
H (1.18635, -0.04159, 4.45110)

Values from the calculation:
HOMO-LUMO gap (alpha / beta)   5.5 / 5.5 eV
Energy above the lowest of the compared OMol25 structures with the same formula, charge and spin   208.6 kJ/mol
Spin multiplicity   1

natural (NBO) atomic charge list, values in e, 2 entries:
1 Au 1.190
2 Cl 0.014

***

Record 2
Molecular formula: C9H6BrNO
Method: DFT, ωB97M-V with the def2-TZVPD basis set

Cartesian coordinates (Å):
C (-2.87377, 0.55022, 1.05289)
C (0.94357, -1.47135, -1.07475)
C (-0.08282, -0.72669, -1.61182)
C (1.62374, -1.00744, 0.03828)
C (-0.49655, 0.40890, -0.95406)
C (1.24537, 0.19566, 0.68713)
C (0.12280, 0.89186, 0.18181)
C (-0.26386, 1.97568, 0.98920)
C (-2.43899, 1.66012, 1.73410)
N (-3.02357, -0.46554, 0.52638)
O (0.22539, 2.96179, 1.41399)
Br (-2.30332, 1.81819, 3.57180)
H (1.20853, -2.36719, -1.57562)
H (-0.44989, -0.80065, -2.60168)
H (2.51980, -1.40065, 0.50883)
H (-1.25618, 0.99914, -1.50733)
H (1.81392, 0.74851, 1.47647)
H (-2.56659, 2.64169, 1.25047)

Values from the calculation:
HOMO-LUMO gap (alpha / beta)   7.7 / 7.6 eV
Energy above the lowest of the compared OMol25 structures with the same formula, charge and spin   54.0 kJ/mol
Spin multiplicity   1

natural (NBO) atomic charge list, values in e, 2 entries:
1 C 0.206
2 C -0.174

***

Record 3
Molecular formula: C9H6F2
Method: DFT, ωB97M-V with the def2-TZVPD basis set

Cartesian coordinates (Å):
C (1.53198, -0.17634, 0.00538)
C (1.31879, -1.54673, 0.03343)
C (0.46425, 0.71294, -0.05163)
C (0.02659, -2.02534, -0.03099)
C (-0.84776, 0.28422, -0.05466)
C (-1.09290, -1.17038, -0.06476)
C (-2.00767, 1.31437, -0.01269)
C (-2.42358, -1.81565, -0.07972)
C (-3.12545, -0.09484, -0.00547)
F (-3.98988, 0.05718, -1.02701)
F (-3.85319, -0.02908, 1.12956)
H (2.53826, 0.21317, 0.02793)
H (2.15216, -2.23066, 0.09708)
H (0.66773, 1.77490, -0.07176)
H (-0.16211, -3.08899, -0.05074)
H (-2.16322, 1.88221, -0.91574)
H (-2.10013, 1.82701, 0.92970)

Values from the calculation:
HOMO-LUMO gap   8.0 eV
Energy above the lowest of the compared OMol25 structures with the same formula, charge and spin   201.4 kJ/mol
Spin multiplicity   1

natural (NBO) atomic charge list, values in e, 2 entries:
1 C -0.130
2 C -0.252

***

Record 4
Molecular formula: C9H6F3N3O7S2Tc
Method: DFT, ωB97M-V with the def2-TZVPD basis set

Cartesian coordinates (Å):
Tc (0.50231, -0.20607, -0.96477)
O (-0.59365, 2.85012, 4.71792)
C (-0.84934, 2.79903, 3.40719)
O (-1.36176, 3.69418, 2.81840)
C (-0.48803, 1.53299, 2.67366)
C (-0.37299, 0.22765, 3.14010)
N (-0.13980, -0.57579, 2.09663)
N (-0.10232, 0.13692, 0.95739)
C (-0.29619, 1.42578, 1.30089)
C (-0.16873, 2.37109, 0.14568)
O (-0.31039, 3.53200, 0.10724)
O (0.18809, 1.62279, -0.99494)
H (-0.07890, 2.10848, 5.05533)
H (-0.47632, -0.18653, 4.13191)
H (-0.05501, -1.58341, 2.09423)
F (4.49612, -0.60554, -1.69853)
C (3.54770, -1.14497, -1.00665)
F (3.97223, -1.98504, -0.11252)
F (2.84369, -0.12183, -0.33829)
S (2.21433, -1.88355, -2.05917)
O (1.19402, -2.16220, -0.96381)
O (2.63411, -2.92240, -2.89331)
O (1.61853, -0.61346, -2.65080)
S (-3.07191, -0.46228, -3.56353)
C (-3.06193, -1.79549, -2.49533)
C (-2.02121, -1.72118, -1.63904)
N (-1.24910, -0.58878, -1.84508)
C (-1.69814, 0.16064, -2.85128)
H (-3.81803, -2.56274, -2.54885)
H (-1.76578, -2.42708, -0.86534)
H (-1.23157, 1.08667, -3.15530)

Values from the calculation:
HOMO-LUMO gap (alpha / beta)   7.8 / 6.6 eV
Charge   +2
Energy above the lowest of the compared OMol25 structures with the same formula, charge and spin   0.0 kJ/mol
Expectation value of S²   3.770
Spin multiplicity   4

natural (NBO) atomic charge list, values in e, 2 entries:
1 Tc 1.658
2 O -0.619

***

Record 5
Molecular formula: C9H6N2O4
Method: DFT, ωB97M-V with the def2-TZVPD basis set

Cartesian coordinates (Å):
C (-2.36153, -0.90678, -1.18033)
C (1.94665, -0.19964, -1.31126)
C (2.08737, 0.39973, -0.09390)
C (0.63285, -0.64519, -1.46360)
C (0.81980, 0.30823, 0.45856)
C (-2.11373, 2.06086, -0.07031)
C (-1.92104, -2.19388, 0.97882)
C (-2.14137, 0.62628, 0.56618)
C (-1.43727, -0.48331, -0.19285)
N (-3.16116, -1.26915, -1.95803)
N (-0.04648, -0.28852, -0.39926)
O (-1.67300, 2.08928, -1.20526)
O (-2.82385, -2.01883, 1.71707)
O (-2.49227, 2.96066, 0.69083)
O (-1.16796, -3.07694, 0.63662)
H (2.71603, -0.35655, -2.00532)
H (2.97843, 0.71752, 0.36213)
H (0.46260, -1.20152, -2.37313)
H (0.26264, 0.85248, 1.33441)
H (-1.68924, 0.80963, 1.50848)
H (-3.17120, 0.32136, 0.65855)

Values from the calculation:
HOMO-LUMO gap   6.3 eV
Charge   -2
Spin multiplicity   1

natural (NBO) atomic charge list, values in e, 2 entries:
1 C 0.342
2 C -0.336

***

Record 6
Molecular formula: C9H6O3
Method: DFT, ωB97M-V with the def2-TZVPD basis set

Cartesian coordinates (Å):
C (3.28889, -0.06271, -0.05854)
C (1.84429, -0.23228, -0.05805)
C (1.04413, -1.20908, 0.02708)
C (-0.31402, -0.78923, -0.08734)
C (-1.65580, -1.40242, 0.04485)
C (-2.75576, -0.54871, 0.01873)
C (-2.55771, 0.76740, -0.06527)
C (-1.40203, 1.43373, -0.08486)
C (-0.17799, 0.59124, -0.01831)
H (2.69125, 1.76121, 0.13003)
H (1.31470, -2.03322, 0.06041)
H (-1.62502, -2.43846, -0.02761)
H (-3.88326, -0.97387, 0.01680)
H (-3.43687, 1.36237, 0.06977)
H (-1.25523, 2.68540, 0.11301)
O (3.76348, 1.13893, 0.08103)
O (4.04352, -1.01214, -0.07322)
O (1.07345, 0.96184, -0.08847)

Values from the calculation:
HOMO-LUMO gap   9.5 eV
Energy above the lowest of the compared OMol25 structures with the same formula, charge and spin   380.3 kJ/mol
Spin multiplicity   1

natural (NBO) atomic charge list, values in e, 2 entries:
1 C 0.718
2 C 0.140

***

Record 7
Molecular formula: C9H6O3
Method: DFT, ωB97M-V with the def2-TZVPD basis set

Cartesian coordinates (Å):
O (2.76010, -1.30867, 0.36391)
C (1.71488, -0.84954, 0.03613)
O (0.54323, -1.41586, -0.19074)
C (-0.59968, -0.61782, -0.10690)
C (-1.80616, -1.34233, -0.14793)
C (-3.08673, -0.72980, 0.05087)
C (-3.02348, 0.62345, 0.06049)
C (-1.87157, 1.40615, 0.16681)
C (-0.62922, 0.84897, -0.02563)
C (0.64153, 1.56496, -0.10022)
C (1.62647, 0.65228, -0.02788)
O (2.86344, 1.20250, -0.13122)
H (-1.57752, -2.47871, -0.18082)
H (-4.06211, -1.21708, -0.00290)
H (-4.00296, 1.03891, 0.33354)
H (-1.79601, 2.47242, 0.28046)
H (0.80056, 2.57965, -0.05839)
H (3.50772, 0.44314, -0.14191)

Values from the calculation:
HOMO-LUMO gap   8.7 eV
Energy above the lowest of the compared OMol25 structures with the same formula, charge and spin   120.2 kJ/mol
Spin multiplicity   1
Structure (SMILES)   O=c1oc2ccccc2cc1O

natural (NBO) atomic charge list, values in e, 2 entries:
1 O -0.557
2 C 0.747

***

Record 8
Molecular formula: C9H72NO28
Method: DFT, ωB97M-V with the def2-TZVPD basis set

Cartesian coordinates (Å):
C (-1.30481, -0.16267, -2.03298)
C (-0.28716, -1.22047, -1.45629)
C (1.07829, -0.90845, -2.06686)
C (1.84932, 0.25750, -1.36610)
C (1.74568, 0.14495, 0.19180)
C (0.33587, -0.14703, 0.80589)
N (-0.35092, -1.24558, 0.04533)
O (-1.56771, -1.83640, 0.70711)
C (-0.45478, 1.21958, 0.80536)
C (0.62350, -0.57898, 2.23201)
C (-0.68249, -2.58650, -2.08670)
H (-0.99029, 0.88094, -2.04008)
H (-2.24241, -0.16688, -1.47712)
H (-1.55393, -0.39464, -3.06846)
H (1.02515, -0.74295, -3.14291)
H (1.73566, -1.76322, -1.90763)
H (1.29864, 1.18961, -1.49275)
H (2.83619, 0.42654, -1.79692)
H (2.17827, 1.05953, 0.59740)
H (2.32327, -0.75716, 0.39352)
H (-0.38160, 1.78606, -0.12300)
H (-0.01507, 1.84064, 1.58576)
H (-1.48275, 1.20338, 1.16744)
H (0.83240, -1.64866, 2.24777)
H (-0.09123, -0.46358, 3.04684)
H (1.58633, -0.21992, 2.59552)
H (-0.62723, -2.48542, -3.17060)
H (-1.67238, -2.93313, -1.78995)
H (0.01787, -3.40341, -1.91276)
O (-3.60069, 1.52813, 6.74468)
H (-3.88881, 0.88069, 6.10122)
H (-2.91573, 1.08261, 7.24325)
O (-6.66484, -3.22141, -0.33696)
H (-6.89600, -3.08209, -1.25532)
H (-5.74295, -2.97002, -0.28073)
O (-7.01189, -4.66722, 4.04437)
H (-7.70048, -5.33097, 4.00556)
H (-6.60915, -4.68816, 3.17628)
O (5.87656, -1.30781, -6.36732)
H (5.91454, -0.82047, -7.19029)
H (4.98576, -1.65671, -6.33591)
O (7.06342, 3.82089, -5.83204)
H (6.33777, 3.42974, -6.31852)
H (6.91407, 3.55627, -4.92434)
O (-3.61353, 5.66868, 5.85256)
H (-3.56649, 4.72844, 6.02569)
H (-3.79405, 6.06123, 6.70670)
O (2.72847, 4.68974, 4.98184)
H (1.79184, 4.50591, 4.90991)
H (2.95621, 5.10456, 4.14979)
O (6.59603, -1.36766, 6.09276)
H (5.96376, -0.69575, 6.34774)
H (7.20207, -0.91629, 5.50522)
O (-4.26852, 6.02674, 1.83310)
H (-4.21508, 5.96609, 2.78689)
H (-4.55268, 5.15671, 1.55284)
O (0.01299, -4.92870, -8.64826)
H (-0.80822, -5.41768, -8.59618)
H (0.59366, -5.36792, -8.02684)
O (-7.56906, -1.74179, -4.19545)
H (-7.64340, -0.81619, -3.96312)
H (-8.37960, -1.93703, -4.66570)
O (6.01213, -4.50214, -3.38658)
H (6.12647, -3.64531, -3.79764)
H (6.09359, -4.33099, -2.44834)
O (4.09792, 6.05987, 1.22424)
H (3.35496, 6.03508, 0.62122)
H (4.86756, 6.08795, 0.65578)
O (-2.20015, 1.04587, -9.22945)
H (-1.85860, 1.82546, -9.66742)
H (-2.07333, 1.21963, -8.29674)
O (-5.33804, -0.40147, 3.45237)
H (-6.13420, -0.84597, 3.16122)
H (-4.65797, -0.71087, 2.85402)
O (0.79897, -5.90231, 1.69479)
H (1.73023, -5.69281, 1.76628)
H (0.37153, -5.05536, 1.56756)
O (0.79169, 6.46940, -1.75440)
H (1.21823, 6.80066, -2.54469)
H (-0.05340, 6.13845, -2.05858)
O (-6.11749, -5.42710, -5.31530)
H (-6.19562, -4.49548, -5.10988)
H (-7.01655, -5.71361, -5.47610)
O (7.30161, -2.58116, -0.15020)
H (7.41931, -1.64439, -0.30792)
H (8.08852, -2.84498, 0.32666)
O (8.82322, 0.90481, -1.74568)
H (9.55082, 1.45923, -1.46383)
H (9.13822, 0.48368, -2.54546)
O (-3.51261, 5.27616, -2.58756)
H (-3.77230, 5.93582, -1.94442)
H (-4.04869, 4.51162, -2.37704)
O (-0.58412, 3.59356, -6.21230)
H (0.21046, 3.88904, -6.65677)
H (-0.26979, 3.18102, -5.40778)
O (-0.42753, 0.57578, 9.21945)
H (-0.61933, -0.31830, 9.50240)
H (-0.24395, 1.04997, 10.03041)
O (3.91501, 1.72872, 7.97107)
H (3.99779, 2.44955, 7.34675)
H (3.01438, 1.78930, 8.28957)
O (4.88895, -4.84466, 3.07014)
H (5.01402, -4.20984, 2.36473)
H (5.08578, -4.35674, 3.86978)
O (-3.14699, -5.21683, 5.41977)
H (-4.01462, -4.82972, 5.30323)
H (-2.62631, -4.85987, 4.70026)
O (-6.10172, 2.45507, -0.01638)
H (-5.50629, 1.73659, 0.19691)
H (-6.64940, 2.11138, -0.72218)

Values from the calculation:
HOMO-LUMO gap   3.6 eV
Charge   -1
Energy above the lowest of the compared OMol25 structures with the same formula, charge and spin   748.2 kJ/mol
Spin multiplicity   1

Mulliken atomic charge list, values in e, 2 entries:
1 C -1.715
2 C 1.523